C3H20NO8S | ωB97M-V/def2-TZVPD

The geometry in XYZ format:
```
33
Properties=species:S:1:pos:R:3:forces:R:3
O 2.79597 2.64488 0.26452 -0.111 -0.311 -0.078
C 1.85755 1.87510 0.36910 0.082 0.757 0.559
N 0.76686 1.92423 -0.45201 -0.322 0.610 0.848
C -0.50637 1.31178 -0.10004 -0.086 0.188 0.046
C -1.34761 2.12834 0.87533 0.119 -0.184 0.488
S -0.76547 2.02985 2.60626 0.085 0.376 -0.022
H 1.79026 1.08187 1.11770 0.169 -0.056 -0.062
H 0.72200 2.74971 -1.02971 0.017 0.214 0.023
H -0.31486 0.32151 0.30377 0.079 -0.082 -0.034
H -1.05409 1.17194 -1.02880 -0.015 0.036 -0.010
H -2.38161 1.79039 0.83930 -0.068 -0.110 -0.157
H -1.33485 3.17696 0.58924 -0.015 0.164 -0.170
H 0.88789 -2.38420 -1.30261 0.593 0.241 0.226
H 1.87200 -1.78279 -0.24041 -0.073 -0.101 -0.336
O 1.81484 -2.04235 -1.18598 -0.520 -0.222 0.121
H 1.06246 -1.05696 1.94159 0.264 0.013 -0.269
H 2.51510 -1.60211 2.04415 0.146 -0.051 0.043
O 1.93789 -1.10991 1.45829 -0.389 -0.113 0.324
H -0.66999 -1.15375 3.42472 0.027 0.113 -0.395
H -0.59492 0.34404 2.65207 -0.043 -0.383 -0.184
O -0.50367 -0.80792 2.53287 0.060 0.047 0.605
H -0.20671 -0.01322 -2.92992 -0.118 0.027 0.037
H -1.64923 0.27964 -2.48550 -0.059 -0.149 -0.109
O -1.14660 -0.29448 -3.07159 0.201 0.063 -0.162
H -2.88997 -2.06915 1.08860 0.243 0.299 -0.204
H -1.63839 -1.18980 1.36320 -0.150 -0.093 0.030
O -2.29301 -1.43862 0.65749 -0.237 -0.259 0.228
H 1.68584 -0.47948 -2.01660 -0.058 0.504 -0.232
H 1.46691 1.00809 -1.62278 -0.150 -0.138 -0.171
O 1.45382 0.41648 -2.38764 0.358 -1.327 -0.880
H -1.36288 -2.26152 -0.66817 -0.016 0.013 -0.135
H -1.04870 -1.94091 -2.14684 -0.064 -0.122 0.254
O -0.92048 -2.62765 -1.45958 0.051 0.037 -0.224
```
Forces are in eV/Å.

Values from the calculation:
- HOMO level (eV) = -4.5
- total charge = -1
- frontier orbital gap (Eh) = 0.271

C59H102N5O38S9 | ωB97M-V/def2-TZVPD

The geometry in XYZ format:
```
213
Properties=species:S:1:pos:R:3:forces:R:3
C -1.75588 -9.90944 25.89859 -1.224 0.320 1.165
C -1.79268 -11.12392 26.84667 1.991 -0.640 -1.739
O -1.21412 -12.27199 26.27472 -0.284 0.874 0.430
H -2.11454 -10.11970 24.89944 0.061 -0.257 -0.229
H -0.81968 -9.39240 25.87863 0.986 -0.028 -0.206
H -2.45159 -9.15319 26.29503 -0.045 -0.018 -0.051
H -2.77848 -11.33498 27.12035 -2.353 -0.180 0.291
H -1.39672 -10.81108 27.80995 0.931 0.161 0.294
O -5.57630 -14.80859 27.94096 0.572 -0.283 0.277
S -5.11475 -14.79584 29.30604 -0.319 1.404 -1.297
O -5.80008 -15.51797 30.29586 -1.357 -0.720 1.297
O -3.67098 -15.36546 29.46689 1.531 -0.007 -0.790
C -2.66235 -15.09606 28.42611 -0.957 -0.324 -0.792
C -1.32595 -15.37853 29.02539 -0.442 0.077 1.095
C -4.96838 -13.07792 29.79705 1.381 -0.889 -0.396
H -2.72157 -14.04065 28.12702 -0.073 -0.183 -0.118
H -2.92315 -15.75246 27.57802 0.124 0.419 0.198
H -1.23471 -16.41119 29.36006 -0.119 -0.022 0.080
H -1.31894 -14.71069 29.89432 0.703 -0.305 0.125
H -0.49116 -15.16396 28.38278 0.140 0.343 -0.432
H -5.82053 -12.89896 30.42480 -0.352 0.506 0.074
H -4.82278 -12.44720 28.91346 -0.591 -0.165 0.206
H -4.03887 -13.05304 30.36889 -0.235 0.211 0.411
O 2.94500 -17.16450 22.19676 0.727 -0.141 0.697
S 3.83490 -16.77228 23.26893 -0.246 0.453 0.460
O 4.81049 -17.64326 23.84297 -0.282 -0.295 -0.356
O 4.68473 -15.49668 22.81906 -0.943 -0.252 0.134
C 3.90367 -14.52332 22.05680 -0.265 0.755 0.033
C 4.83504 -13.91039 21.05177 0.229 0.004 -0.039
C 2.85176 -16.08692 24.60140 0.243 0.334 -0.515
H 3.50508 -13.71206 22.70505 0.298 -0.914 -0.105
H 3.06851 -15.07411 21.60712 0.233 0.446 -0.061
H 4.28750 -13.32534 20.32263 -0.183 0.435 0.154
H 5.30754 -14.68996 20.47668 0.410 -0.358 -0.106
H 5.59967 -13.30247 21.56005 -0.268 -0.155 -0.331
H 2.24080 -15.28260 24.20866 0.154 0.390 -0.238
H 3.55945 -15.72506 25.33750 0.023 0.084 0.176
H 2.15148 -16.78071 25.03065 0.086 -0.802 0.062
O -3.13864 -15.16610 24.22570 0.520 -0.662 -0.015
S -1.92182 -15.93536 24.31059 -0.535 -0.034 -0.645
O -1.94140 -17.31460 24.74511 0.071 0.977 0.230
O -1.30604 -15.91753 22.84381 0.002 -0.407 -0.047
C -0.34927 -16.97192 22.42864 -0.739 0.400 0.339
C -0.22636 -16.77436 20.95220 -0.140 -0.126 -0.244
C -0.76696 -14.92369 25.14987 0.705 0.391 -0.150
H -0.78290 -17.94635 22.70113 0.381 0.403 -0.015
H 0.57530 -16.77096 22.91466 0.720 -0.061 0.650
H 0.59252 -17.31619 20.47138 0.066 0.111 0.416
H -0.16806 -15.70391 20.72571 0.034 -0.293 -0.073
H -1.14228 -17.20251 20.59676 -0.580 0.158 -0.934
H -1.15206 -14.58159 26.10909 -0.112 -0.156 -0.012
H -0.59563 -13.99963 24.54428 -0.232 -1.047 0.520
H 0.17120 -15.48673 25.24836 -0.298 0.171 0.018
O 0.59021 -4.34136 31.65683 -0.336 -0.237 -0.375
S 0.30229 -5.41802 30.74488 0.450 0.904 -0.673
O -0.06395 -6.68729 31.25460 0.067 -1.002 0.441
O -0.91626 -5.07805 29.76875 0.624 1.168 0.427
C -1.03624 -3.67234 29.37348 0.190 0.152 -0.455
C -2.36218 -3.11283 29.81002 0.980 1.093 0.193
C 1.67548 -5.57191 29.60138 -0.685 0.744 1.301
H -0.84670 -3.62009 28.28602 -0.263 -0.160 0.506
H -0.30176 -3.04772 29.88854 0.344 -0.452 -0.120
H -2.33905 -3.02814 30.88631 -0.272 -0.388 0.484
H -3.20469 -3.65644 29.46380 -0.750 -0.354 -0.335
H -2.37004 -2.05248 29.50771 -0.313 -0.381 -0.334
H 1.77396 -4.66174 29.01719 -0.040 0.066 0.033
H 1.43194 -6.40825 28.99801 0.126 -0.812 -0.615
H 2.52085 -5.71025 30.26756 0.311 -0.212 -0.198
O -5.53510 -11.41765 27.02941 -0.223 0.165 0.474
S -5.45070 -11.56606 25.60616 -4.156 -0.882 -0.256
O -6.70190 -11.90374 24.87942 2.172 0.578 1.287
O -4.92048 -10.26302 24.99417 0.375 1.897 -0.579
C -5.78685 -9.08648 25.27679 2.142 0.048 0.457
C -5.45483 -8.54193 26.64973 0.790 0.510 0.117
C -4.27229 -12.68449 25.28243 1.822 -1.698 -0.073
H -6.79680 -9.39954 25.13218 -0.727 0.140 -0.345
H -5.34915 -8.34991 24.59736 -0.844 -0.176 -0.460
H -5.97653 -7.58396 26.80444 0.017 -0.382 0.089
H -4.36738 -8.31595 26.64877 -0.579 0.007 0.014
H -5.59510 -9.24606 27.46265 -0.465 0.154 -0.083
H -3.22795 -12.48413 25.57995 -0.227 0.449 -0.139
H -4.32148 -13.02386 24.26625 -0.089 -0.259 -0.376
H -4.57812 -13.47194 25.96861 -0.141 -0.549 -0.201
O 4.62823 -7.72799 33.97592 0.408 -0.654 0.014
S 3.71493 -6.84083 33.34245 -1.379 0.090 0.782
O 4.18196 -5.63835 32.74241 0.024 0.380 -0.140
O 2.88082 -7.57471 32.20351 0.216 0.194 -0.136
C 2.84348 -9.03198 32.07398 0.767 0.084 0.055
C 2.34871 -9.41772 30.69412 -0.128 1.563 0.024
C 2.39871 -6.42926 34.55139 1.558 -0.953 -0.462
H 2.17849 -9.40171 32.84624 -0.058 -0.196 0.156
H 3.87269 -9.39127 32.23718 -0.518 -0.013 0.113
H 1.94161 -10.40323 30.76212 0.162 -0.722 -0.163
H 3.12430 -9.32068 29.91037 -0.373 -0.258 0.602
H 1.50165 -8.76127 30.41237 0.327 -0.160 0.156
H 2.84815 -6.08050 35.47244 0.392 0.047 0.012
H 1.83026 -7.32806 34.77156 -0.225 0.072 -0.263
H 1.88938 -5.63486 34.08521 -1.152 0.748 -0.467
O -0.34813 -13.14726 32.01559 0.557 -0.952 0.224
S -1.09804 -11.96815 31.79859 -1.781 0.287 3.045
O -2.47735 -11.89351 32.23902 0.291 -0.477 -1.283
O -0.41907 -10.85727 32.66532 1.279 1.123 -0.015
C -0.95525 -9.48331 32.60787 0.971 -0.511 0.738
C -1.68740 -9.14218 33.85540 -1.096 -0.003 0.487
C -0.88004 -11.54266 30.18045 -0.650 1.715 -1.282
H -1.60178 -9.43061 31.77357 -0.592 0.349 -1.007
H -0.10852 -8.80126 32.51240 0.034 -0.322 -0.440
H -1.06738 -9.24218 34.75039 -0.039 0.098 -0.141
H -2.57318 -9.78091 33.95896 0.241 0.000 0.096
H -2.07377 -8.11466 33.76067 0.326 -0.187 0.130
H -1.55691 -10.68449 29.91681 0.784 -0.916 0.145
H -1.15120 -12.44140 29.66126 -0.258 -0.318 -0.677
H 0.17133 -11.33721 29.99017 -0.059 0.018 -0.024
O 2.20145 -11.90093 29.06123 0.222 1.214 -0.404
S 2.42070 -13.09683 28.32281 0.047 -0.920 -0.545
O 3.74692 -13.53609 27.97188 -0.077 0.218 0.587
O 1.70884 -14.11955 29.29461 0.580 -0.622 -0.696
C 2.23453 -15.45936 29.50563 0.521 -0.027 -0.089
C 2.19534 -15.67345 30.97770 0.265 0.194 1.413
C 1.52793 -13.18453 26.81173 -0.235 -0.077 -0.224
H 3.29107 -15.58271 29.16638 -1.011 0.375 -0.299
H 1.55269 -16.14566 29.00684 0.150 -0.038 -0.240
H 2.05507 -16.71488 31.20265 0.172 -0.675 0.043
H 1.32783 -15.18410 31.42375 0.088 0.208 -0.072
H 3.11850 -15.33358 31.50441 -0.717 -0.085 -0.473
H 1.55539 -14.20206 26.47854 0.487 -0.785 -0.012
H 1.96368 -12.58802 26.01077 0.393 0.105 0.497
H 0.46818 -12.96021 26.82704 -0.681 0.746 0.578
O 1.20232 -13.42392 23.27117 -0.570 0.189 -0.358
S 1.09326 -12.06863 22.78610 3.133 1.172 -0.155
O 2.07780 -11.61433 21.79453 -1.699 -0.855 1.159
O -0.29626 -11.73962 22.19394 -0.342 0.410 -0.780
C -1.50197 -12.06976 22.90460 -1.756 -0.978 0.717
C -2.65961 -11.15273 22.40747 1.613 0.193 -0.363
C 1.20494 -10.98004 24.18421 -0.722 0.235 -0.660
H -1.34945 -12.00813 24.02235 -0.180 0.084 -0.944
H -1.74479 -13.11968 22.65262 0.171 0.390 0.201
H -3.61196 -11.32742 22.89076 -0.010 -0.345 0.132
H -2.78037 -11.18274 21.30444 0.077 -0.232 0.611
H -2.35556 -10.13737 22.66443 -0.151 0.270 -0.049
H 0.96205 -9.98974 23.80745 0.005 0.001 0.021
H 2.22214 -10.94661 24.54874 0.178 -0.348 0.091
H 0.45496 -11.28833 24.91584 0.122 -0.110 0.301
C 2.30715 -9.27597 27.35021 -1.291 0.526 1.471
C 3.46615 -9.80451 26.84183 0.047 0.158 0.026
C 4.10508 -9.19587 25.80275 -0.017 -0.010 -0.753
C 3.49039 -8.08186 25.27552 1.625 1.070 -0.562
C 2.42143 -7.44877 25.82019 -1.255 -0.655 0.536
C 1.76738 -8.09098 26.87837 0.883 -0.135 -1.438
N 4.17257 -7.32581 24.20087 1.710 0.357 -1.826
O 5.17312 -7.82842 23.63993 -1.887 0.516 1.300
O 3.74699 -6.21205 23.89037 0.228 -1.217 0.463
H 1.84320 -9.69928 28.24756 0.145 -0.269 -0.743
H 3.88840 -10.66753 27.26163 0.460 -1.102 0.645
H 5.02360 -9.57036 25.39241 0.170 -0.051 -0.177
H 2.09859 -6.54894 25.34466 -0.418 0.404 0.034
H 0.81836 -7.72663 27.17641 -0.615 0.350 0.675
C -1.96141 -6.71579 18.84263 0.097 1.185 -0.811
C -1.47415 -7.93594 19.20070 0.180 -2.751 -0.266
C -0.79558 -8.10162 20.38479 -0.431 0.625 0.823
C -0.63924 -6.92508 21.09949 1.965 -2.303 2.326
C -0.95632 -5.69308 20.70986 -1.359 1.571 -0.252
C -1.69627 -5.56036 19.54936 0.573 0.990 -0.574
N 0.01010 -7.03953 22.48566 0.158 -1.769 0.663
O 0.19893 -8.20539 22.92841 -0.488 2.436 -1.045
O 0.26431 -6.03572 23.12137 -0.231 -0.596 -0.676
H -2.45298 -6.60131 17.91673 -0.658 -0.074 -0.959
H -1.60623 -8.86540 18.59351 -0.153 1.133 0.313
H -0.54184 -9.05057 20.84181 0.274 0.027 -0.337
H -0.80843 -4.90208 21.40388 0.402 0.728 0.178
H -1.88930 -4.54700 19.11631 -0.239 -1.130 0.598
C -5.76933 -9.60716 21.35722 -0.889 -0.257 -1.314
C -6.59964 -10.60374 20.82648 0.566 0.789 -0.389
C -6.38667 -11.05978 19.51735 -0.809 -1.197 0.952
C -5.42163 -10.48935 18.74185 0.736 -0.891 -0.341
C -4.67224 -9.42191 19.19557 0.054 0.220 -0.313
C -4.86004 -8.98747 20.49605 0.282 0.114 0.205
N -4.99583 -11.25965 17.51566 -0.778 -0.497 -0.604
O -5.70725 -12.21884 17.16031 1.355 1.755 0.584
O -3.96418 -10.90664 16.95807 -0.897 -0.285 0.451
H -5.97658 -9.27422 22.35691 0.331 0.171 0.314
H -7.42506 -10.95198 21.41916 -0.002 -0.505 0.156
H -6.87944 -11.97481 19.16708 0.013 0.628 0.048
H -3.97786 -8.93652 18.52191 0.093 -0.112 0.191
H -4.24339 -8.16174 20.82595 -0.031 0.015 0.135
C -4.14002 -6.22634 23.00763 1.228 -0.334 -0.078
C -4.52601 -5.24937 23.88520 -1.295 -0.069 0.340
C -3.98168 -5.21281 25.14837 -0.372 1.045 0.382
C -2.93249 -6.04899 25.42701 0.053 -0.033 -0.082
C -2.45658 -6.97957 24.54132 0.129 -0.143 -0.823
C -3.09589 -7.07621 23.30410 0.829 -0.438 0.755
N -2.20314 -5.82372 26.63844 1.213 0.978 3.043
O -2.73782 -5.24516 27.60462 -0.091 -0.859 -1.899
O -1.01837 -6.14952 26.69523 -0.821 -0.215 -0.543
H -4.51513 -6.28484 22.03134 -0.883 0.090 -1.174
H -5.36253 -4.62303 23.60611 0.122 0.266 0.147
H -4.29534 -4.48609 25.89866 0.068 -0.231 -0.260
H -1.56521 -7.53984 24.77601 -0.038 -0.145 -0.009
H -2.68604 -7.77677 22.58149 -0.354 -0.001 0.050
C -2.59555 -7.78628 29.69539 -0.849 0.528 -0.528
C -3.13619 -6.98414 30.73342 1.010 0.428 -0.491
C -4.25998 -7.40565 31.40293 -0.415 -0.726 -0.328
C -4.87764 -8.58120 30.97755 0.542 0.451 0.128
C -4.42325 -9.34631 29.93556 -0.747 -0.094 0.473
C -3.30247 -8.92976 29.28740 1.680 0.634 -0.335
N -6.03521 -8.99837 31.70686 -2.464 -2.534 0.800
O -6.65559 -10.04751 31.40656 1.553 1.662 -0.333
O -6.38417 -8.34184 32.66344 0.106 0.633 0.216
H -1.74670 -7.45768 29.05774 -0.528 -0.156 0.908
H -2.69146 -6.00792 30.99837 -0.148 -0.914 -0.214
H -4.73520 -6.90773 32.22956 0.215 0.398 0.051
H -4.97377 -10.21801 29.65680 -0.176 -0.429 -0.211
H -2.92659 -9.50502 28.45356 -0.021 -0.019 -0.060
```
Forces are in eV/Å.

Values from the calculation:
- HOMO level (eV) = -6.1
- total charge = -1
- frontier orbital gap (Eh) = 0.223

C3H3N2OS | ωB97M-V/def2-TZVPD

The geometry in XYZ format:
```
10
Properties=species:S:1:pos:R:3:forces:R:3
O -2.16797 -1.40127 1.79071 1.901 0.614 0.264
C -1.08172 -1.08209 1.58750 -1.819 -0.689 -0.828
N -0.00088 -0.68444 1.09817 -2.324 2.305 -0.613
C 0.20970 0.73747 0.20691 -0.370 1.201 0.988
N 0.08306 0.52761 -1.08155 -1.083 -0.564 -1.813
C 0.44929 0.32937 -2.21244 -0.156 0.126 1.432
S 0.85655 0.10295 -3.64937 0.385 -0.249 -1.576
H 0.88154 -1.01714 1.25076 2.451 -1.703 0.982
H 1.23292 0.93717 0.43108 0.745 0.131 0.908
H -0.46249 1.55035 0.57824 0.270 -1.172 0.255
```
Forces are in eV/Å.

Values from the calculation:
- SMILES = O=C=[NH+]CN=C=S
- HOMO level (eV) = -13.9
- total charge = +1
- frontier orbital gap (Eh) = 0.302
- relative energy (zero: lowest compared OMol25 entry of this formula, charge and spin) (eV) = 1.889

C4H7N5 | ωB97M-V/def2-TZVPD

The geometry in XYZ format:
```
16
Properties=species:S:1:pos:R:3:forces:R:3
H 1.21775 2.53817 -1.77799 -0.614 0.424 0.092
N 1.70593 1.94038 -1.14134 2.378 -2.330 0.622
C 1.05765 0.91209 -0.75776 -2.075 1.058 0.426
N -0.31343 0.90923 -1.01582 -3.244 5.245 -1.612
N -1.28709 0.46705 0.00446 -3.028 1.246 -0.719
C -1.09356 -0.91340 0.16054 1.157 -1.760 -1.749
N -1.89026 -1.85533 0.31819 -4.201 6.316 -1.142
H -1.65634 -2.69276 0.59620 2.299 -5.261 1.380
C 0.40668 -1.23616 0.20885 -0.704 -0.125 -0.741
C 0.77825 -0.39812 1.35714 4.089 -0.218 1.194
N 1.38913 -0.28129 -0.10102 1.775 3.737 1.738
H -0.51644 2.04024 -1.17362 0.108 -4.192 0.433
H -2.37801 1.01142 -0.08923 4.370 -2.826 -0.028
H 0.97938 -2.06101 -0.23098 -1.792 -1.324 1.152
H -0.11669 0.28614 1.57493 2.374 -0.730 0.396
H 1.71704 -0.66664 2.06746 -2.891 0.742 -1.441
```
Forces are in eV/Å.

Values from the calculation:
- SMILES = [H]/N=C1\NN/C(=N/[H])[C@@H]2CN12
- HOMO level (eV) = -8.6
- total charge = 0
- frontier orbital gap (Eh) = 0.335
- relative energy (zero: lowest compared OMol25 entry of this formula, charge and spin) (eV) = 8.151